Record 1
C15H13Cl2F5N3O5TcTe as an isolated structure in a non-equilibrium geometry, computed with the ωB97M-V functional and the def2-TZVPD basis.

Structure (XYZ):
```
45
Properties=species:S:1:pos:R:3:nbo_charge:R:1
Tc 1.41 -1.04 -2.11 1.454
N 0.72 -0.19 -4.04 -0.621
N 0.69 1.20 -3.94 -0.497
C 0.98 1.78 -2.73 0.886
O 0.84 2.95 -2.52 -0.610
O 1.38 0.87 -1.83 -0.762
H 1.30 -0.48 -4.83 0.400
H -0.22 -0.59 -4.16 0.436
H 0.22 1.75 -4.65 0.415
Cl -1.85 1.52 -0.21 0.092
C -0.54 2.49 0.34 -0.003
C -0.52 3.84 0.05 -0.204
C 0.60 4.60 0.38 -0.102
C 1.69 4.01 1.00 -0.246
C 1.66 2.67 1.30 0.088
Cl 3.01 1.89 2.04 0.055
C 0.54 1.90 1.01 -0.031
N 0.60 0.51 1.30 -0.372
C -0.25 -0.17 2.06 0.346
C -1.41 0.46 2.61 -0.175
C -2.35 -0.30 3.24 -0.191
C -2.16 -1.70 3.36 0.015
C -0.98 -2.31 2.93 -0.232
C 0.01 -1.57 2.32 0.125
C 1.30 -2.22 1.95 -0.557
C 1.30 -2.42 0.44 0.812
O 0.67 -3.34 -0.03 -0.561
O 1.92 -1.49 -0.21 -0.749
H -1.35 4.28 -0.49 0.257
H 0.62 5.65 0.14 0.246
H 2.57 4.59 1.25 0.253
H 1.41 0.02 0.94 0.479
H -1.54 1.52 2.52 0.258
H -3.24 0.16 3.64 0.256
H -2.92 -2.30 3.85 0.251
H -0.83 -3.36 3.10 0.261
H 1.36 -3.20 2.42 0.275
H 2.17 -1.63 2.25 0.263
F -3.06 -2.62 -1.59 -0.622
Te -1.32 -3.13 -1.92 2.766
F -1.72 -4.44 -0.60 -0.664
F -0.83 -1.30 -1.06 -0.731
F -1.46 -1.96 -3.47 -0.703
F -1.65 -4.46 -3.20 -0.636
O 1.24 -2.48 -2.85 -0.423
```

Properties
Net charge: +1
Kohn-Sham gap (alpha / beta): 3.27 / 3.25 eV
Spin multiplicity: 2
LUMO (alpha / beta): -8.152 / -8.154 eV
Energy above the lowest of the compared OMol25 structures with the same formula, charge and spin: 270.08 kJ/mol

Record 2
I4Y as an isolated structure in a non-equilibrium geometry, computed with the ωB97M-V functional and the def2-TZVPD basis.

Structure (XYZ):
```
5
Properties=species:S:1:pos:R:3:nbo_charge:R:1
Y 1.17 3.69 -12.25 1.229
I 2.24 2.30 -14.63 -0.561
I 3.27 2.91 -10.32 -0.571
I 2.02 6.44 -12.62 -0.541
I -1.69 3.86 -12.73 -0.556
```

Properties
Net charge: -1
Kohn-Sham gap: 8.36 eV
Spin multiplicity: 1
LUMO: 2.559 eV
Energy above the lowest of the compared OMol25 structures with the same formula, charge and spin: 15.36 kJ/mol

Record 3
An isolated ion of composition C3H7OS and charge -1, computed with the ωB97M-V functional and the def2-TZVPD basis.

Structure (XYZ):
```
12
Properties=species:S:1:pos:R:3:nbo_charge:R:1
C -1.12 -0.42 -1.00 0.000
O -0.69 -1.67 -1.14 -0.951
C -0.08 0.51 -0.31 -0.439
C 0.36 -0.13 1.00 -0.514
S 1.88 0.56 1.73 -0.119
H -1.37 0.10 -1.97 0.068
H -2.07 -0.31 -0.39 0.054
H -0.41 1.54 -0.13 0.167
H 0.80 0.54 -0.96 0.174
H -0.41 -0.02 1.76 0.195
H 0.48 -1.18 0.78 0.255
H 2.63 0.47 0.62 0.110
```

Properties
Net charge: -1
Kohn-Sham gap: 5.81 eV
Structure (SMILES): [O-]CCCS
Spin multiplicity: 1
LUMO: 3.362 eV
Energy above the lowest of the compared OMol25 structures with the same formula, charge and spin: 133.75 kJ/mol

Record 4
C8H19NS2Se4Ti as an isolated structure in a non-equilibrium geometry, computed with the ωB97M-V functional and the def2-TZVPD basis.

Structure (XYZ):
```
35
Properties=species:S:1:pos:R:3:nbo_charge:R:1
Ti 0.13 -0.02 0.07 0.448
S -0.38 -2.37 -0.50 0.232
S -0.40 2.40 -0.42 0.241
C 0.83 -3.43 0.50 -0.680
C 0.46 -2.42 -2.17 -0.509
C 1.30 -1.17 -2.44 -0.233
N 0.48 0.03 -2.12 -0.680
C 1.18 1.30 -2.47 -0.234
C 0.25 2.47 -2.15 -0.524
H -0.38 -2.51 -2.87 0.221
H 1.08 -3.32 -2.22 0.243
H 1.59 -1.16 -3.51 0.194
H 2.23 -1.13 -1.83 0.237
H 1.40 1.32 -3.55 0.194
H 2.14 1.34 -1.92 0.238
H -0.66 2.46 -2.76 0.226
H 0.77 3.42 -2.25 0.241
C 0.91 3.38 0.50 -0.684
H -0.35 -0.02 -2.71 0.369
H 1.92 2.96 0.36 0.236
H 0.64 3.36 1.56 0.267
H 0.85 4.40 0.09 0.217
H 0.48 -3.39 1.53 0.253
H 1.86 -3.07 0.43 0.241
H 0.74 -4.45 0.08 0.212
C -3.26 -0.05 -0.20 -0.331
C -2.95 -0.08 -1.50 -0.459
H -3.51 0.89 0.33 0.218
H -3.42 -0.98 0.39 0.223
H -2.95 0.84 -2.11 0.198
H -2.86 -1.04 -2.05 0.200
Se -1.00 0.49 2.16 -0.433
Se 0.41 -0.86 3.65 -0.042
Se 2.10 0.79 3.11 -0.095
Se 2.21 -0.38 0.90 -0.446
```

Properties
Kohn-Sham gap (alpha / beta): 5.67 / 6.53 eV
Spin multiplicity: 3
LUMO (alpha / beta): -0.122 / -0.167 eV

Record 5
C23H23NPd as an isolated structure in a non-equilibrium geometry, computed with the ωB97M-V functional and the def2-TZVPD basis.

Structure (XYZ):
```
48
Properties=species:S:1:pos:R:3:nbo_charge:R:1
C -1.35 -1.18 -2.56 -0.509
C 1.33 -0.28 -2.52 -0.242
C -1.53 0.28 -2.51 -0.216
H -2.37 -1.62 -2.57 0.249
C 0.91 1.02 -2.22 -0.330
H 2.26 -0.61 -2.06 0.225
H -2.25 0.72 -1.80 0.220
H 1.53 1.61 -1.57 0.221
C -1.14 1.17 -3.66 -0.459
H -1.92 1.94 -3.86 0.219
H -1.05 0.55 -4.57 0.202
C -0.35 -1.86 -3.54 -0.385
H -0.84 -2.20 -4.43 0.210
H -0.07 -2.76 -2.98 0.198
C 0.91 -1.04 -3.77 -0.455
H 0.80 -0.36 -4.64 0.212
H 1.70 -1.71 -4.14 0.225
C 0.20 1.87 -3.33 -0.424
H 0.75 2.07 -4.27 0.211
H 0.01 2.88 -2.95 0.212
Pd -0.06 -0.01 -0.72 0.647
H -0.69 -1.63 -1.75 0.252
C -2.98 -3.06 1.03 -0.200
C -3.08 -2.76 2.40 -0.242
C -2.34 -1.69 2.90 -0.205
C -1.42 -1.01 2.02 -0.073
C -1.31 -1.28 0.65 -0.266
C -2.09 -2.33 0.21 -0.258
C -0.53 0.02 2.55 0.236
C -0.54 0.28 3.98 -0.240
C 0.52 0.97 4.50 -0.126
C 1.54 1.46 3.65 -0.121
C 2.63 2.15 4.19 -0.160
C 3.64 2.66 3.38 -0.229
C 3.59 2.44 1.98 -0.192
C 2.53 1.74 1.42 -0.220
C 1.46 1.24 2.22 0.185
N 0.37 0.57 1.71 -0.477
H -3.59 -3.82 0.57 0.206
H -3.81 -3.32 2.98 0.210
H -2.50 -1.40 3.95 0.200
H -2.05 -2.54 -0.83 0.189
H -1.33 -0.19 4.59 0.223
H 0.62 1.12 5.58 0.214
H 2.63 2.29 5.27 0.209
H 4.46 3.23 3.82 0.217
H 4.37 2.86 1.35 0.219
H 2.44 1.54 0.36 0.216
```

Properties
Kohn-Sham gap (alpha / beta): 6.43 / 7.48 eV
Spin multiplicity: 3
LUMO (alpha / beta): -0.042 / -0.379 eV

Record 6
An isolated molecule of C4H6N2S2 in a non-equilibrium geometry, computed with the ωB97M-V functional and the def2-TZVPD basis.

Structure (XYZ):
```
14
Properties=species:S:1:pos:R:3:nbo_charge:R:1
C 0.29 -0.88 -0.37 -0.113
C 0.17 1.36 1.32 -0.066
C -1.03 2.30 1.06 -0.423
C -0.20 1.78 -0.14 -0.402
H 1.15 -1.43 1.38 0.409
H -1.11 0.17 1.86 0.359
H 1.10 1.85 1.61 0.204
H -0.92 3.34 1.45 0.244
H -2.01 1.73 1.24 0.219
H 0.54 2.45 -0.67 0.248
N 0.39 -0.88 0.98 -0.440
N -0.10 0.11 1.81 -0.438
S 0.90 -2.21 -1.17 -0.141
S -0.66 0.32 -1.18 0.340
```

Properties
Kohn-Sham gap: 8.74 eV
Structure (SMILES): S=C1NN[C@@H]2C[C@@H]2S1
Spin multiplicity: 1
LUMO: 0.411 eV
Energy above the lowest of the compared OMol25 structures with the same formula, charge and spin: 261.74 kJ/mol

Record 7
An isolated molecule of C3H6FIO in a non-equilibrium geometry, computed with the ωB97M-V functional and the def2-TZVPD basis.

Structure (XYZ):
```
12
Properties=species:S:1:pos:R:3:nbo_charge:R:1
C -0.65 -0.92 -0.89 -0.628
C 0.53 -0.48 -0.05 -0.517
C 0.28 0.79 0.66 0.597
O -0.84 0.83 1.33 -0.700
F 0.37 1.91 -0.44 -0.441
I 2.00 1.34 1.91 0.011
H -0.87 -0.45 -1.82 0.226
H -0.20 -1.75 -1.41 0.218
H -1.58 -1.24 -0.41 0.220
H 0.89 -1.34 0.52 0.247
H 1.39 -0.35 -0.69 0.246
H -1.32 1.68 1.30 0.520
```

Properties
Kohn-Sham gap: 10.06 eV
Structure (SMILES): CC[C@](O)(F)I
Spin multiplicity: 1
LUMO: 0.495 eV
Energy above the lowest of the compared OMol25 structures with the same formula, charge and spin: 36.02 kJ/mol